Record 1
Below is 2 unconnected molecules or ions with the total composition C4H14NO2, with properties calculated with ωB97M-V/def2-TZVPD.

```
21
Properties=species:S:1:pos:R:3:forces:R:3
O 4.026060 -0.321840 1.306372 0.344 -0.309 -0.562
O -2.304682 0.618450 -0.971431 -0.435 1.991 1.678
N -0.589837 -1.246478 -1.190859 -0.346 -0.485 -1.567
C 1.083780 -0.183617 0.227483 -1.231 -0.750 1.974
C -1.815528 0.458193 1.186638 -1.633 0.077 1.519
C -1.180747 1.021038 -0.020892 1.492 -1.732 -4.226
C -0.055560 0.094847 -0.752469 2.523 1.134 1.330
H 0.524833 0.544733 -1.578350 -1.478 0.335 -0.182
H -0.595387 -1.414486 -2.209188 0.115 0.882 -0.209
H 0.002351 -2.049917 -0.940354 -0.247 0.200 1.058
H -1.119394 -0.113342 1.812669 -0.249 -0.362 -0.349
H 0.592835 -0.799089 1.013861 0.881 -0.088 -0.170
H 4.674389 0.256510 0.881482 -0.146 0.231 0.190
H 4.491570 -1.171093 1.254059 -0.248 0.059 0.300
H 1.486013 0.652898 0.790752 -0.238 0.603 -0.300
H -3.007529 1.308143 -0.831686 -0.255 -0.229 -0.656
H -2.762662 -0.106692 0.923177 0.710 -0.334 0.500
H 1.981898 -0.673659 -0.122854 -0.050 -0.320 -0.571
H -2.276259 1.270114 1.782608 0.276 -0.034 -0.292
H -1.585235 -1.375021 -0.992571 0.212 -0.509 0.628
H -0.980853 2.099209 -0.055580 0.005 -0.360 -0.091
```
Forces are in eV/Å.

## Properties
Charge: +2
Expectation value of S²: 0.75
2S+1: 2
E_HOMO (alpha / beta) (eV): -17.12 / -17.10

***

Record 2
Below is a gas-phase ion, C3H6N3O (charge +1), with properties calculated with ωB97M-V/def2-TZVPD.

```
13
Properties=species:S:1:pos:R:3:forces:R:3
O 0.979522 -1.695764 -2.254706 -0.839 -0.984 -1.360
N -1.577121 -0.373088 -0.302197 1.590 -1.054 -0.836
N 0.868733 -0.796578 -0.132917 -1.899 1.339 1.230
N -0.255495 1.284910 0.647790 0.775 -2.896 -0.854
C 0.664957 0.155471 0.875956 1.617 -1.221 1.221
C 1.338157 -1.117017 -1.302230 -0.545 0.267 -1.258
C -1.433136 0.766830 0.182211 -0.290 0.834 -0.126
H 2.357431 -0.758852 -1.296180 1.562 0.704 0.633
H 0.378086 -0.659288 1.604428 -0.549 1.512 0.503
H 1.709164 0.405358 1.261679 -1.129 0.268 -0.418
H -2.374402 -0.581536 -0.901045 0.094 -0.318 0.353
H -2.259633 1.431283 0.237999 -0.813 0.793 0.070
H -0.396264 1.938270 1.379212 0.426 0.756 0.843
```
Forces are in eV/Å.

## Properties
Charge: +1
E_HOMO (alpha / beta) (eV): -15.04 / -15.33

***

Record 3
Below is a molecular structure, C25H44O2P2Pd, with properties calculated with ωB97M-V/def2-TZVPD.

```
74
Properties=species:S:1:pos:R:3:forces:R:3
Pd 0.092084 0.809147 -2.266513 -0.068 0.725 5.802
P -2.164378 -0.304598 -1.482762 0.033 -0.886 -2.009
P 1.921329 1.768372 0.544545 -0.661 1.164 -4.919
O -0.095171 1.443514 2.484637 1.651 0.282 -1.780
O -0.852472 2.478871 0.630751 3.053 -1.224 0.807
C -1.979520 0.165218 -3.344004 -0.875 -0.062 -0.449
C 2.827956 -1.503674 2.734547 0.576 -0.113 -0.057
C 0.066563 1.939300 1.230228 -3.136 -0.019 2.270
C -1.718025 -1.072471 4.996492 -0.468 0.064 0.126
C -2.114288 -2.819981 2.430856 -0.523 -0.249 -0.004
C 3.000631 0.563228 -0.344323 0.742 -1.727 0.691
C 1.196472 2.250320 -1.074568 0.316 0.734 -0.872
C -0.706183 2.344322 3.433700 -0.479 0.233 0.258
C -3.576748 0.669793 -0.926639 0.086 0.290 0.835
C -0.663699 -1.448033 4.038392 -1.026 -1.325 -1.663
C 1.326879 -0.335467 5.240738 0.272 0.280 0.314
C -1.255290 1.485407 -3.486778 -2.371 1.590 -1.183
C -0.598071 1.931119 -4.764371 0.167 0.564 -0.781
C 1.381218 -1.637023 3.008484 -0.445 1.452 2.329
C 0.738249 -3.140179 1.017987 0.017 -0.061 -0.265
C -0.831431 -2.224058 2.861511 0.096 0.833 0.980
C 1.468738 0.835938 -3.761648 1.156 -1.226 -0.966
C -2.468945 -2.096027 -1.388985 0.208 -0.285 0.729
C 0.967726 1.862471 -4.731225 -0.506 0.354 -0.169
C -0.024547 -1.060785 -4.607403 -0.769 -0.600 -0.141
C 0.713330 -1.101992 4.142998 2.319 -0.665 -2.086
C 0.431509 -2.347976 2.233763 -0.893 -0.024 0.109
C 0.900574 -0.455634 -3.594002 2.422 -0.303 -1.297
C -1.551550 -0.945845 -4.321909 0.065 -0.156 0.127
C 3.131301 3.133493 0.640159 0.128 0.410 1.469
H -1.641849 -0.014572 5.277350 -0.037 -0.194 0.096
H 2.472048 0.998665 -3.367989 -0.168 -0.056 -0.054
H 3.841068 0.219853 0.272384 -0.332 -0.054 -0.020
H -0.856374 2.988767 -4.920644 0.007 -0.349 -0.031
H -1.654386 -1.660710 5.922839 0.028 0.133 -0.115
H -2.476036 -3.544070 3.172850 -0.070 0.054 -0.274
H -4.186678 0.086274 -0.219833 0.294 0.220 -0.132
H 1.419106 -0.944173 6.152288 -0.038 0.164 -0.132
H -3.156890 1.553175 -0.418047 -0.376 -0.192 -0.063
H 0.725540 0.546118 5.498695 0.137 -0.132 0.093
H 0.549094 3.133689 -0.960385 0.087 -0.469 -0.232
H 2.458032 -0.304139 -0.744523 0.023 0.254 0.395
H 1.066822 -4.152353 1.300777 -0.049 0.197 -0.164
H 0.201269 -2.131741 -4.647395 0.025 0.173 -0.042
H 4.011669 2.781220 1.197765 -0.248 0.327 -0.047
H -3.078703 0.306048 -3.444055 0.146 0.023 -0.253
H -2.712213 -1.240961 4.568250 0.147 0.041 0.159
H 1.976559 2.470235 -1.825782 -0.132 0.112 0.764
H 1.538437 -2.685618 0.421359 -0.006 -0.118 0.158
H -1.004418 1.412863 -5.639785 0.152 -0.078 0.119
H 2.697023 4.018413 1.121599 0.265 -0.155 -0.093
H -2.898242 -2.060313 2.313848 -0.015 -0.106 0.004
H 1.354820 2.854893 -4.435210 -0.095 -0.462 -0.110
H 3.058415 -1.694276 1.680581 0.054 -0.059 0.145
H -1.743738 2.319764 -2.965560 -0.203 -0.279 -0.139
H -1.722224 -2.667837 -1.971596 -0.329 0.455 0.301
H 3.412209 -2.213564 3.338993 0.052 0.220 -0.232
H -1.692365 2.662277 3.068792 0.315 -0.087 0.279
H 0.205211 -0.689425 -5.613945 -0.064 0.144 0.309
H 2.333643 0.000269 4.969680 -0.164 -0.025 0.137
H -0.131605 -3.239039 0.360276 0.061 -0.119 0.153
H -1.924722 -1.915409 -3.952477 0.027 0.416 -0.315
H 1.356702 1.669948 -5.744312 0.023 -0.019 0.271
H 3.432342 1.094796 -1.214287 -0.472 0.150 0.706
H 3.415570 3.377373 -0.395432 -0.272 -0.257 0.427
H -0.773110 1.777386 4.374489 -0.018 0.353 -0.530
H -2.013846 -3.344264 1.478098 -0.038 -0.116 0.115
H -2.343326 -2.365767 -0.320839 -0.149 0.004 -0.487
H 1.526874 -1.160057 -3.043926 -0.075 0.016 -0.150
H -2.063519 -0.745634 -5.278920 0.039 -0.099 0.439
H -3.489543 -2.392519 -1.693384 0.353 0.362 0.027
H -4.216253 1.005499 -1.754704 0.328 -0.195 0.056
H -0.021854 3.195882 3.535040 -0.370 -0.108 0.219
H 3.185174 -0.493716 2.972434 0.072 -0.137 0.037
```
Forces are in eV/Å.

## Properties
Charge: +2
Expectation value of S²: 6.03
2S+1: 5
E_HOMO (alpha / beta) (eV): -11.78 / -11.65

***

The records above yield electronic energy values of -365.214272, -356.969070, -1939.165698 Eh, respectively.
The records above yield energy above the lowest of the compared OMol25 structures with the same formula, charge and spin values of 2.4074, 5.1070, 2.1016 eV, respectively.